Here is a structure of composition C4H20O8Zr in a non-equilibrium geometry from the Open Molecules 2025 dataset. Energies are from wB97M-V/def2-TZVPD.

CARTESIAN COORDINATES (ANGSTROEM)
1 Zr -0.009 -0.136 -0.060
2 C -3.582 -0.185 0.407
3 O -2.243 -0.362 0.061
4 H -3.721 0.210 1.414
5 H -4.129 0.510 -0.229
6 H -4.090 -1.146 0.334
7 C -0.147 3.442 -0.094
8 O -0.312 2.082 0.168
9 H 0.277 4.049 0.706
10 H 0.576 3.592 -0.896
11 H -1.099 3.831 -0.454
12 C 0.808 -3.142 1.759
13 O 0.368 -1.939 1.142
14 H 1.855 -3.364 1.554
15 H 0.551 -3.111 2.818
16 H 0.376 -4.055 1.350
17 C 2.921 0.224 -2.082
18 O 1.954 -0.223 -1.170
19 H 3.904 0.290 -1.616
20 H 3.147 -0.557 -2.808
21 H 2.693 1.143 -2.622
22 O 1.805 0.576 1.507
23 H 2.716 0.336 1.337
24 H 1.806 0.900 2.408
25 O -0.388 -1.934 -1.550
26 H -0.405 -1.943 -2.507
27 H -0.363 -2.859 -1.303
28 O -0.711 0.568 -2.274
29 H -0.283 0.771 -3.106
30 H -1.637 0.753 -2.429
31 O -0.721 0.397 2.427
32 H -0.448 1.198 2.874
33 H -1.468 0.081 2.935

Its spin multiplicity is 2. The value obtained for the LUMO energy (alpha / beta) is -2.90 / -7.09 eV. The total charge is +1. The frontier orbital gap (alpha / beta) is 9.0 / 4.6 eV.

Results of the Löwdin charge analysis, in e, for atoms 1 through 5: Zr 2.029; C -0.159; O -0.316; H 0.080; H 0.087



Here is a cluster of 6 separate species, C4H21N3O6 in total in a non-equilibrium geometry from the Open Molecules 2025 dataset. Energies are from wB97M-V/def2-TZVPD.

CARTESIAN COORDINATES (ANGSTROEM)
1 C 0.564 -3.041 -1.590
2 N 1.102 -1.763 -1.187
3 C 1.630 -1.851 0.153
4 C 2.232 -0.596 0.763
5 N 1.254 0.483 0.637
6 C 1.167 1.422 1.650
7 N 1.129 1.028 2.958
8 O 0.899 2.578 1.358
9 H -0.366 -3.346 -1.091
10 H 0.381 -3.144 -2.660
11 H 1.313 -3.813 -1.412
12 H 0.470 -1.001 -1.390
13 H 2.354 -2.676 0.212
14 H 0.888 -2.299 0.847
15 H 2.422 -0.877 1.782
16 H 3.119 -0.319 0.198
17 H 1.107 0.899 -0.268
18 H 0.500 1.517 3.554
19 H 1.660 0.333 3.442
20 O -2.642 1.319 1.808
21 H -2.922 1.799 2.583
22 H -2.513 0.422 2.141
23 O -1.541 0.511 -0.968
24 H -1.023 0.825 -0.219
25 H -1.933 1.309 -1.355
26 O -1.562 3.183 -1.357
27 H -1.375 3.780 -2.071
28 H -1.397 3.599 -0.529
29 O -0.122 1.256 -3.568
30 H -0.394 1.319 -2.639
31 H -0.919 0.929 -3.984
32 O -2.152 -1.286 0.989
33 H -1.231 -1.541 1.146
34 H -2.100 -0.961 0.064

Its energy above the lowest of the compared OMol25 structures with the same formula, charge and spin is 1.832 eV. The value obtained for the LUMO energy is 0.49 eV. The frontier orbital gap is 9.3 eV. As for the SMILES: CNCCNC(N)=O.O.O.O.O.O.

Results of the Löwdin charge analysis, in e, for atoms 1 through 5: C -0.143; N -0.105; C -0.269; C -0.159; N 0.055



Here is a cluster of 6 separate species, C4H21NO6 in total in a non-equilibrium geometry from the Open Molecules 2025 dataset. Energies are from wB97M-V/def2-TZVPD.

CARTESIAN COORDINATES (ANGSTROEM)
1 C 4.395 -21.859 12.042
2 O 4.249 -20.684 12.774
3 C 5.476 -20.085 13.320
4 C 4.955 -19.099 14.434
5 C 6.144 -18.315 15.117
6 N 4.119 -19.845 15.392
7 H 5.235 -21.891 11.349
8 H 3.450 -22.105 11.557
9 H 4.468 -22.629 12.810
10 H 6.158 -20.832 13.726
11 H 6.051 -19.639 12.508
12 H 4.347 -18.329 13.959
13 H 6.953 -18.903 15.549
14 H 5.771 -17.694 15.931
15 H 6.652 -17.649 14.419
16 H 3.203 -19.821 14.966
17 H 4.364 -20.810 15.223
18 O 5.627 -20.971 20.672
19 H 6.534 -21.182 20.451
20 H 5.276 -20.562 19.881
21 O -0.145 -22.226 21.489
22 H -1.062 -22.497 21.459
23 H 0.217 -22.509 20.650
24 O 9.797 -23.294 19.760
25 H 10.291 -23.312 18.941
26 H 9.648 -24.216 19.971
27 O 9.954 -18.924 22.134
28 H 9.826 -19.698 21.585
29 H 9.399 -19.077 22.898
30 O 1.665 -15.892 19.202
31 H 2.224 -16.583 18.848
32 H 2.276 -15.208 19.479

Its energy above the lowest of the compared OMol25 structures with the same formula, charge and spin is 2.520 eV. The value obtained for the LUMO energy is 0.42 eV. The frontier orbital gap is 10.2 eV. As for the SMILES: COC[C@H](C)N.O.O.O.O.O.

Results of the Löwdin charge analysis, in e, for atoms 1 through 5: C -0.132; O -0.225; C -0.155; C -0.392; C -0.068